Run i
C2H5PS | ωB97M-V/def2-TZVPD

Last column: Löwdin charge in e.
Cartesian coordinates (Å):
1 C 2.1578 0.1040 0.0831  -0.108
2 C 0.9164 -0.3109 0.0569  -0.364
3 S -0.7154 1.0711 -0.0707  0.280
4 P -2.2226 -0.4695 0.0378  0.403
5 H 2.9447 -0.5235 0.0024  0.006
6 H 2.5742 1.1334 0.3740  0.094
7 H 0.6008 -1.3395 -0.0604  0.025
8 H -3.2237 0.3243 0.6351  -0.178
9 H -3.0321 0.0106 -1.0583  -0.158

Computed properties:
LUMO energy in eV: 0.68
SMILES: C=CSP
Gap between HOMO and LUMO in eV: 9.66

Run ii
C2H5PS | ωB97M-V/def2-TZVPD

Last column: Löwdin charge in e.
Cartesian coordinates (Å):
1 C 1.1742 -0.8167 0.1960  -0.484
2 P 2.4961 0.2230 0.1791  0.673
3 H 0.6440 -0.7384 -0.7793  -0.111
4 H 2.4209 1.3740 -0.6309  -0.103
5 H 2.8120 0.6128 1.4747  -0.099
6 C -2.5327 -0.2345 -0.1558  -0.546
7 S -1.2858 0.6699 0.1784  0.652
8 H -3.2229 0.0973 -0.8973  -0.010
9 H -2.5059 -1.1875 0.4349  0.027

Computed properties:
LUMO energy in eV: -0.69
SMILES: C#[PH2].C=S
Gap between HOMO and LUMO in eV: 7.84

Energies in hartree, measured from the most stable structure: run i 0.0000; run ii 0.1108.

Run i
C2H5PS | ωB97M-V/def2-TZVPD

Last column: Löwdin charge in e.
Cartesian coordinates (Å):
1 P 1.1340 -1.4522 0.0619  0.754
2 C -0.3245 -0.5828 -0.6271  -0.919
3 C -1.0625 0.5891 -0.0081  -0.496
4 S -1.9799 -0.9717 0.0971  0.722
5 H 1.2444 -0.7330 1.3126  -0.102
6 H 2.1974 -0.4890 -0.3875  -0.080
7 H -0.1667 -0.5688 -1.6383  0.008
8 H -0.5579 0.8483 0.8766  0.021
9 H -1.6219 1.4936 -0.3857  0.091

Computed properties:
LUMO energy in eV: 0.90
SMILES: P[C@@H]1CS1
Gap between HOMO and LUMO in eV: 9.91

Run ii
C2H5PS | ωB97M-V/def2-TZVPD

Last column: Löwdin charge in e.
Cartesian coordinates (Å):
1 C -0.3865 1.0456 0.9973  -0.486
2 C 0.5783 0.3248 0.1321  -0.726
3 P -0.2918 -1.9666 -0.8207  0.699
4 S 0.2055 1.7995 -0.5458  0.785
5 H -1.5245 0.7800 1.0269  0.096
6 H -0.0149 1.5699 1.9641  0.093
7 H 1.5307 0.1417 0.5030  0.014
8 H 0.9281 -2.1550 -1.3474  -0.256
9 H -1.0249 -1.5400 -1.9095  -0.220

Computed properties:
LUMO energy in eV: -0.39
Gap between HOMO and LUMO in eV: 7.66

Energies in hartree, measured from the most stable structure: run i 0.0000; run ii 0.0728.

Run i
C2H3NOS | ωB97M-V/def2-TZVPD

Last column: Löwdin charge in e.
Cartesian coordinates (Å):
1 C 0.1072 -1.7554 0.2667  0.023
2 C -0.2444 -0.7000 0.8668  -0.328
3 O -0.5955 0.1441 1.6139  0.004
4 H 1.1014 -2.0279 0.6232  0.083
5 H -0.2575 -2.3596 -0.5686  0.082
6 N -0.2570 2.0656 -1.2330  -0.500
7 S -0.3545 2.3554 0.2946  0.669
8 H 0.5003 2.2778 -1.8636  -0.033

Computed properties:
LUMO energy (spin up / spin down) in eV: -0.69 / -0.63
SMILES: C=C=O.N=S
Gap between HOMO and LUMO (spin up / spin down) in eV: 7.38 / 7.40

Run ii
C2H3NOS | ωB97M-V/def2-TZVPD

Last column: Löwdin charge in e.
Cartesian coordinates (Å):
1 C -1.8383 -0.1257 -0.0981  -0.203
2 N -0.7145 0.3972 -0.0478  -0.322
3 S 0.5678 -0.7938 0.0296  0.954
4 C 1.9846 0.2253 0.0995  -0.620
5 O 3.0746 -0.1436 -0.1749  0.003
6 H -1.8966 -1.2062 -0.0042  0.042
7 H -2.8014 0.4695 -0.1338  0.097
8 H 1.6238 1.1775 0.3297  0.049

Computed properties:
LUMO energy in eV: 0.79
SMILES: C=NSC=O
Gap between HOMO and LUMO in eV: 10.56

Energies in hartree, measured from the most stable structure: run i 0.0738; run ii 0.0000.

Run i
C2H3NOS | ωB97M-V/def2-TZVPD

Last column: Löwdin charge in e.
Cartesian coordinates (Å):
1 C 0.1008 -0.8404 1.7802  -0.050
2 C 0.3572 0.4865 -0.1987  -0.524
3 N 0.2565 0.0995 0.9379  -0.088
4 O -0.7418 1.2692 -2.5959  -0.441
5 S 0.8078 1.1188 -1.6097  0.962
6 H 0.2150 -0.6274 2.9077  0.090
7 H 0.0825 -1.8943 1.4347  0.075
8 H -1.0780 0.3882 -2.6564  -0.025

Computed properties:
LUMO energy (spin up / spin down) in eV: -0.17 / -0.17
Gap between HOMO and LUMO (spin up / spin down) in eV: 7.96 / 7.96

Run ii
C2H3NOS | ωB97M-V/def2-TZVPD

Last column: Löwdin charge in e.
Cartesian coordinates (Å):
1 O 1.2651 -0.9112 -0.2439  -0.051
2 N 1.1179 0.4327 -0.4618  -0.010
3 C 0.0044 0.8135 0.0134  -0.274
4 C -1.0213 -0.1175 0.4689  -0.603
5 S -2.4265 -0.2353 -0.3960  0.685
6 H 2.1911 -0.9712 -0.4232  0.086
7 H -0.2748 1.8826 -0.1505  0.125
8 H -0.8559 -0.8935 1.1931  0.043

Computed properties:
LUMO energy in eV: -0.90
SMILES: O/N=C\C=S
Gap between HOMO and LUMO in eV: 8.16

Run iii
C2H3NOS | ωB97M-V/def2-TZVPD

Last column: Löwdin charge in e.
Cartesian coordinates (Å):
1 C 0.2548 -0.4788 -0.2140  0.005
2 C -1.2328 -0.8286 -0.0563  -0.596
3 O -1.5101 -1.9518 0.2688  0.056
4 N -2.3856 -0.0895 -0.4545  -0.454
5 S -3.6332 0.5448 0.1871  0.726
6 H 0.4365 0.6490 -0.3191  0.111
7 H 0.5527 -1.1635 0.5709  0.084
8 H 0.5578 -0.9028 -1.1468  0.068

Computed properties:
LUMO energy (spin up / spin down) in eV: -1.44 / -1.49
SMILES: CC(=O)N=S
Gap between HOMO and LUMO (spin up / spin down) in eV: 7.22 / 7.17

Energies in hartree, measured from the most stable structure: run i 0.0312; run ii 0.0127; run iii 0.0000.

Run i
C4H9O2 | ωB97M-V/def2-TZVPD

Last column: Löwdin charge in e.
Cartesian coordinates (Å):
1 C -1.2345 1.3114 1.5341  -0.060
2 C -1.2675 -0.1559 2.2301  -0.827
3 O -0.6886 -1.0582 1.5753  -0.123
4 O -1.6664 -0.1774 3.3587  -0.056
5 H -1.8974 2.1472 1.9791  0.067
6 H -1.5703 1.3425 0.5418  -0.002
7 H -0.1716 1.4881 1.5295  0.035
8 C 1.5627 -1.0446 -1.2239  -0.186
9 C 0.4911 -0.1223 -1.9466  -0.165
10 H 1.6156 -2.0941 -1.6288  0.045
11 H 2.5533 -0.5097 -1.3469  0.050
12 H 1.2793 -1.2851 -0.0423  0.102
13 H 0.5788 0.9158 -1.5914  0.066
14 H -0.4253 -0.5725 -2.0049  0.019
15 H 0.8409 -0.1851 -2.9637  0.033

Computed properties:
LUMO energy in eV: 3.91
Total charge: -1
Gap between HOMO and LUMO in eV: 7.75

Run ii
C4H9O2 | ωB97M-V/def2-TZVPD

Last column: Löwdin charge in e.
Cartesian coordinates (Å):
1 C 1.6524 -1.9783 0.5125  -0.198
2 C 1.9199 -0.5736 0.1559  -0.205
3 H 1.8007 -2.6399 -0.2257  0.006
4 H 2.2233 -2.3211 1.4133  0.074
5 H 0.6219 -1.9951 0.8969  0.072
6 H 2.6982 0.0342 0.5681  0.036
7 H 1.1965 0.0048 0.7415  0.043
8 H 1.7505 -0.4951 -1.0057  0.108
9 C -1.9263 1.9322 -0.7875  -0.075
10 C -2.2325 0.7667 0.0823  -0.714
11 O -1.3018 0.0844 0.7820  -0.193
12 O -3.3585 0.2330 -0.0593  -0.111
13 H -2.4158 2.8931 -0.7855  0.054
14 H -1.6336 1.6558 -1.7815  0.059
15 H -0.9948 2.3989 -0.5072  0.044

Computed properties:
LUMO energy in eV: 4.10
Total charge: -1
Gap between HOMO and LUMO in eV: 7.46

Energies in hartree, measured from the most stable structure: run i 0.0000; run ii 0.0285.

Run i
C4H9O2 | ωB97M-V/def2-TZVPD

Last column: Löwdin charge in e.
Cartesian coordinates (Å):
1 C 1.2248 -0.9302 1.7278  -0.280
2 O 0.6856 -0.6133 3.0368  -0.103
3 C 0.4746 -0.2464 0.6384  -0.190
4 C 0.9757 0.7190 -0.1252  0.005
5 H 1.1401 -2.0123 1.6341  0.097
6 H 2.2855 -0.6700 1.7373  0.095
7 H 0.1062 0.1340 2.8942  0.062
8 H -0.5883 -0.4734 0.5274  0.093
9 H 0.3025 1.2477 -0.8005  0.036
10 H 2.0026 1.0487 0.0352  0.045
11 C -1.7167 0.3609 -2.2535  -0.488
12 O -1.7155 0.8604 -0.9920  -0.448
13 H -2.6652 -0.1597 -2.5299  0.022
14 H -1.5845 1.1474 -3.0372  0.025
15 H -0.9272 -0.4129 -2.4928  0.029

Computed properties:
LUMO energy in eV: 3.84
Total charge: -1
Gap between HOMO and LUMO in eV: 6.16

Run ii
C4H9O2 | ωB97M-V/def2-TZVPD

Last column: Löwdin charge in e.
Cartesian coordinates (Å):
1 C 1.6924 -0.4772 1.0434  -0.183
2 C 1.9040 0.1103 -0.3519  -0.163
3 H 2.3617 -0.0983 1.8452  0.052
4 H 0.7930 -0.0763 1.5056  0.035
5 H 1.8111 -1.5500 1.1577  0.060
6 H 1.0061 -0.0903 -0.9430  0.053
7 H 1.9329 1.1950 -0.4268  0.055
8 H 2.8044 -0.3759 -0.7270  0.049
9 C -2.1512 0.6376 -0.8869  -0.068
10 C -1.9409 -0.4671 0.1720  -0.794
11 O -2.2866 -1.6374 -0.1461  -0.118
12 O -1.4633 -0.0875 1.2662  -0.114
13 H -2.8689 1.3878 -0.5540  0.050
14 H -2.3874 0.3555 -1.9176  0.048
15 H -1.2072 1.1739 -1.0368  0.040

Computed properties:
LUMO energy in eV: 4.11
Total charge: -1
Gap between HOMO and LUMO in eV: 7.93

Run iii
C4H9O2 | ωB97M-V/def2-TZVPD

Last column: Löwdin charge in e.
Cartesian coordinates (Å):
1 C 2.3148 1.5424 0.5806  -0.180
2 C 0.8622 1.5852 0.1086  -0.168
3 H 3.0926 1.7745 -0.1546  0.050
4 H 2.4446 2.2675 1.3903  0.050
5 H 2.5956 0.5602 0.9547  0.059
6 H 0.7615 1.5785 -0.9759  0.060
7 H 0.3268 2.4482 0.4973  0.049
8 H 0.3815 0.6863 0.5006  0.045
9 C -2.2718 -1.3963 -0.7961  -0.057
10 C -1.2692 -2.2512 0.1055  -0.793
11 O -1.7034 -3.3142 0.6060  -0.117
12 O -0.1063 -1.7946 0.1184  -0.117
13 H -3.2804 -1.7994 -0.7193  0.038
14 H -1.9304 -1.4974 -1.8224  0.044
15 H -2.2183 -0.3898 -0.3937  0.038

Computed properties:
LUMO energy in eV: 3.94
Total charge: -1
Gap between HOMO and LUMO in eV: 7.77

Run iv
C4H9O2 | ωB97M-V/def2-TZVPD

Last column: Löwdin charge in e.
Cartesian coordinates (Å):
1 C -0.5141 1.4527 -1.3843  -0.171
2 C 0.9642 1.3822 -1.7888  -0.168
3 H -1.1935 1.1908 -2.2059  0.058
4 H -0.7607 0.7438 -0.5923  0.060
5 H -0.8061 2.4596 -1.0678  0.052
6 H 1.3133 0.3569 -1.6833  0.063
7 H 1.1060 1.7510 -2.8011  0.049
8 H 1.5396 1.9901 -1.0885  0.054
9 C -0.0103 -1.1802 2.2430  -0.073
10 C -0.5593 -2.1871 1.2021  -0.815
11 O -1.7137 -2.6363 1.3952  -0.121
12 O 0.2304 -2.4523 0.2614  -0.127
13 H 0.3225 -1.7112 3.1341  0.047
14 H -0.7645 -0.4676 2.5963  0.049
15 H 0.8462 -0.6924 1.7799  0.043

Computed properties:
LUMO energy in eV: 3.84
Total charge: -1
Gap between HOMO and LUMO in eV: 7.61

Energies in hartree, measured from the most stable structure: run i 0.1151; run ii 0.0116; run iii 0.0036; run iv 0.0000.